[1]
This record from the Open Molecules 2025 dataset describes a structure of composition C11H26AsN5O2PPdS4. The level of theory is ωB97M-V/def2-TZVPD.

Summary:
**E_HOMO (alpha / beta)**: -3.84 / -4.03 eV
**LUMO level (alpha / beta)**: 0.0917 / 0.0536 hartree
**Gap between HOMO and LUMO (alpha / beta)**: 0.2328 / 0.2016 Eh

```
! RIJCOSX wB97M-V def2-TZVPD def2/J DEFGRID3
* xyz -1 3
Pd -0.509 0.069 0.006
S -2.937 -0.480 -3.067
As -2.696 0.111 -1.062
S -0.732 -1.968 1.189
S -1.594 1.998 -1.012
S -1.969 -1.334 2.590
C 4.336 0.873 2.278
N 3.233 1.591 2.909
C 3.200 2.958 2.390
N 3.142 3.039 0.929
C 4.232 2.255 0.359
N 4.281 0.866 0.815
C 3.117 0.100 0.339
P 1.485 0.796 0.899
C 1.947 0.905 2.693
C 1.836 2.558 0.448
H 4.343 -0.157 2.637
H 5.269 1.359 2.575
H 4.099 3.479 2.729
H 2.321 3.461 2.795
H 5.174 2.731 0.638
H 4.146 2.267 -0.730
H 3.197 -0.925 0.707
H 3.137 0.057 -0.754
H 2.008 -0.108 3.097
H 1.154 1.431 3.220
H 1.040 3.170 0.870
H 1.780 2.658 -0.638
O -0.980 2.067 2.310
H -1.425 2.320 1.486
H -1.436 1.260 2.591
C 0.790 0.509 -3.443
N 1.825 -0.523 -3.473
C 3.154 -0.022 -3.787
C 1.660 -1.564 -2.586
O 0.785 -1.591 -1.738
N 2.581 -2.608 -2.712
C 2.507 -3.628 -1.681
C 2.903 -3.130 -4.031
H 0.895 1.131 -4.335
H 0.867 1.138 -2.556
H -0.199 0.058 -3.452
H 3.368 0.882 -3.203
H 3.225 0.240 -4.845
H 3.913 -0.763 -3.552
H 2.239 -3.168 -0.734
H 3.480 -4.116 -1.594
H 1.748 -4.386 -1.910
H 2.679 -2.392 -4.796
H 2.307 -4.027 -4.245
H 3.960 -3.402 -4.094
*
```

***

[2]
This record from the Open Molecules 2025 dataset describes a structure of composition C18H36Cl3F9GeN4O4P2RuS3. The level of theory is ωB97M-V/def2-TZVPD.

Summary:
**E_HOMO (alpha / beta)**: -16.52 / -16.21 eV
**LUMO level (alpha / beta)**: -0.3262 / -0.4201 hartree
**Energy above the lowest of the compared OMol25 structures with the same formula, charge and spin**: 0.0 kJ/mol
**Gap between HOMO and LUMO (alpha / beta)**: 0.2809 / 0.1755 Eh

```
! RIJCOSX wB97M-V def2-TZVPD def2/J DEFGRID3
* xyz 3 6
Ru 0.164 0.609 0.716
C -4.479 3.709 4.038
C -4.269 2.312 4.746
S -2.786 1.426 4.307
C -3.378 0.153 3.166
C -3.877 0.608 1.808
S -2.691 1.453 0.733
C -2.652 3.146 1.373
C -3.958 3.924 1.239
S -5.252 3.602 2.452
H -3.543 4.262 3.992
H -5.196 4.256 4.656
H -5.159 1.692 4.644
H -4.182 2.575 5.801
H -4.154 -0.434 3.662
H -2.517 -0.499 3.041
H -4.777 1.231 1.871
H -4.205 -0.262 1.234
H -1.911 3.657 0.756
H -2.274 3.156 2.394
H -4.439 3.770 0.273
H -3.746 4.996 1.338
C 4.672 -1.768 -1.013
N 3.743 -1.363 -2.083
C 4.094 -1.851 -3.425
P 2.581 -0.293 -1.836
O 2.250 0.050 -0.445
O 1.395 -0.537 -2.832
P -0.202 -0.865 -2.363
O -0.523 0.144 -1.305
N -0.109 -2.397 -1.869
C 0.772 -3.429 -2.425
C -1.189 -2.892 -0.996
N -1.092 -0.642 -3.685
C -1.557 0.683 -4.102
C -1.287 -1.695 -4.689
N 3.186 1.276 -2.521
C 2.362 2.206 -3.245
C 4.547 1.663 -2.256
H 5.679 -1.423 -1.251
H 4.675 -2.855 -0.948
H 4.348 -1.352 -0.062
H 4.161 -2.939 -3.399
H 5.059 -1.443 -3.728
H 3.335 -1.567 -4.152
H 1.475 -3.000 -3.135
H 0.185 -4.188 -2.945
H 1.324 -3.902 -1.613
H -2.119 -3.042 -1.547
H -1.349 -2.205 -0.165
H -0.872 -3.846 -0.584
H -1.442 1.393 -3.286
H -2.615 0.614 -4.356
H -1.005 1.020 -4.981
H -1.034 -2.669 -4.277
H -0.675 -1.504 -5.571
H -2.338 -1.710 -4.976
H 2.412 3.182 -2.756
H 1.339 1.853 -3.305
H 2.783 2.329 -4.251
H 5.038 0.943 -1.609
H 4.561 2.662 -1.812
H 5.082 1.732 -3.213
F -1.462 -2.395 3.696
C -0.327 -2.819 3.140
F -0.647 -3.394 1.973
F 0.221 -3.721 3.931
C 0.637 -1.619 2.869
O -0.058 -0.673 2.138
C 1.887 -2.124 2.096
F 2.814 -1.161 2.025
F 1.533 -2.427 0.833
F 2.429 -3.195 2.642
C 1.052 -0.952 4.224
F 1.721 0.206 3.978
F -0.017 -0.621 4.933
F 1.839 -1.724 4.942
Cl 0.666 2.878 -0.129
Ge 1.396 2.157 2.020
Cl 3.476 2.423 2.054
Cl 0.472 3.450 3.402
*
```

***

[3]
This record from the Open Molecules 2025 dataset describes a cluster of 2 separate species, C3H9N2O2 in total in a non-equilibrium geometry. The level of theory is ωB97M-V/def2-TZVPD.

Summary:
**E_HOMO (alpha / beta)**: -15.07 / -14.20 eV
**LUMO level (alpha / beta)**: -0.1731 / -0.2250 hartree
**Energy above the lowest of the compared OMol25 structures with the same formula, charge and spin**: 777.4 kJ/mol
**Gap between HOMO and LUMO (alpha / beta)**: 0.3806 / 0.2968 Eh

```
! RIJCOSX wB97M-V def2-TZVPD def2/J DEFGRID3
* xyz 1 1
C 0.473 -1.205 -0.964
C -2.005 -0.008 0.860
C -0.465 -0.303 1.116
N 1.930 0.155 -2.600
N 0.242 -0.294 -0.156
O 0.134 0.873 1.728
O 2.251 1.158 -1.704
H 0.210 -2.173 -0.965
H -2.317 0.122 1.878
H -2.755 -0.892 0.694
H -2.132 0.810 0.141
H -0.137 -1.162 1.770
H 1.070 0.427 -3.079
H 0.685 0.612 -0.231
H -0.231 0.975 2.644
H 3.046 0.905 -1.131
*
```

***

[4]
This record from the Open Molecules 2025 dataset describes a structure of composition C16H32O2P2Sn in a non-equilibrium geometry. The level of theory is ωB97M-V/def2-TZVPD.

Summary:
**E_HOMO (alpha / beta)**: -4.98 / -5.78 eV
**LUMO level (alpha / beta)**: -0.0236 / -0.0202 hartree
**Energy above the lowest of the compared OMol25 structures with the same formula, charge and spin**: 329.4 kJ/mol
**Gap between HOMO and LUMO (alpha / beta)**: 0.1594 / 0.1921 Eh

```
! RIJCOSX wB97M-V def2-TZVPD def2/J DEFGRID3
* xyz 0 1
P 5.294 0.575 -0.650
P 4.153 -2.679 -0.484
C 6.315 -0.943 -1.005
C 5.470 -2.053 -1.608
H 6.847 -1.265 -0.096
H 7.090 -0.630 -1.723
H 4.984 -1.715 -2.537
H 6.107 -2.916 -1.846
C 4.978 -4.174 0.214
H 4.216 -4.858 0.617
H 5.677 -3.900 1.010
H 5.513 -4.697 -0.590
C 2.965 -3.572 -1.515
H 3.160 -4.647 -1.664
H 3.102 -3.097 -2.514
H 1.982 -3.452 -1.025
C 6.680 1.453 0.213
H 6.420 2.504 0.390
H 7.581 1.391 -0.413
H 6.869 0.965 1.175
C 5.417 1.494 -2.228
H 5.313 0.812 -3.085
H 6.406 1.977 -2.269
H 4.645 2.274 -2.282
Sn 1.251 -1.655 -2.775
C 4.154 -1.600 1.304
C 5.108 -0.653 1.710
C 4.680 0.116 2.958
C 3.831 1.440 2.783
C 4.075 2.057 1.503
C 3.825 1.352 0.289
C 2.684 0.247 0.248
C 2.750 -0.926 1.207
C 0.050 0.199 -3.042
H 4.107 -2.500 1.937
H 6.133 -1.013 1.744
H 5.623 0.408 3.460
H 4.134 -0.574 3.649
H 2.757 1.219 2.956
H 4.156 2.121 3.586
H 4.273 3.125 1.470
H 3.529 2.083 -0.467
H 2.607 -0.127 -0.794
H 1.723 0.767 0.398
H 2.441 -0.578 2.205
H 1.971 -1.650 0.899
H -0.630 -0.157 -3.829
H 0.725 1.002 -3.404
H -0.497 0.538 -2.146
O 0.158 -1.742 -0.382
C -0.700 -2.520 -0.927
O -0.626 -2.884 -2.153
H -1.556 -2.893 -0.321
*
```

***

[5]
This record from the Open Molecules 2025 dataset describes the molecule C4H10N2O in a non-equilibrium geometry. The level of theory is ωB97M-V/def2-TZVPD.

Summary:
**E_HOMO**: -8.65 eV
**SMILES**: [H]/N=C(\[O-])[N+](C)(C)C
**LUMO level**: 0.0257 hartree
**Energy above the lowest of the compared OMol25 structures with the same formula, charge and spin**: 273.1 kJ/mol
**Gap between HOMO and LUMO**: 0.3436 Eh

```
! RIJCOSX wB97M-V def2-TZVPD def2/J DEFGRID3
* xyz 0 1
H 1.667 -0.599 -2.489
N 1.345 -0.382 -1.570
C 0.069 -0.374 -1.454
O -0.958 -0.571 -2.091
N -0.123 0.039 0.092
C 1.390 0.186 0.687
C -0.913 -1.045 0.768
C -0.936 1.291 0.157
H 1.257 0.889 1.494
H 1.672 -0.812 1.025
H 2.262 0.530 0.092
H -1.077 -0.785 1.819
H -0.364 -1.985 0.698
H -1.885 -1.186 0.268
H -0.409 2.079 -0.379
H -1.917 1.148 -0.321
H -1.081 1.578 1.204
*
```

***

[6]
This record from the Open Molecules 2025 dataset describes a structure of composition C5H10O. The level of theory is ωB97M-V/def2-TZVPD.

Summary:
**E_HOMO**: -8.72 eV
**LUMO level**: 0.0370 hartree
**Energy above the lowest of the compared OMol25 structures with the same formula, charge and spin**: 375.2 kJ/mol
**Gap between HOMO and LUMO**: 0.3576 Eh

```
! RIJCOSX wB97M-V def2-TZVPD def2/J DEFGRID3
* xyz 0 1
C -1.221 0.663 1.630
C -0.724 0.784 0.189
C 0.516 -0.074 0.058
O 1.611 0.321 0.724
C 0.396 -1.394 -0.565
C 0.977 -0.373 -1.575
H -2.076 1.323 1.802
H -0.417 0.939 2.317
H -1.532 -0.363 1.858
H -0.449 1.822 -0.022
H -1.498 0.476 -0.524
H 1.599 0.450 -0.613
H 1.108 -2.146 -0.239
H -0.597 -1.774 -0.790
H 1.979 -0.665 -1.893
H 0.330 0.010 -2.359
*
```

***

[7]
This record from the Open Molecules 2025 dataset describes a cluster of 2 separate species, CH6S in total in a non-equilibrium geometry. The level of theory is ωB97M-V/def2-TZVPD.

Summary:
**E_HOMO**: -9.78 eV
**SMILES**: C.S
**LUMO level**: 0.0303 hartree
**Energy above the lowest of the compared OMol25 structures with the same formula, charge and spin**: 51.0 kJ/mol
**Gap between HOMO and LUMO**: 0.3896 Eh

```
! RIJCOSX wB97M-V def2-TZVPD def2/J DEFGRID3
* xyz 0 1
C 0.124 1.138 -1.043
H 0.201 0.250 -1.673
H -0.833 1.625 -1.215
H 0.196 0.834 0.038
H 0.921 1.809 -1.381
S -0.572 -2.022 1.513
H 0.126 -0.970 1.104
H -0.164 -2.665 2.658
*
```

***

[8]
This record from the Open Molecules 2025 dataset describes the molecule C19H28FN3S in a non-equilibrium geometry. The level of theory is ωB97M-V/def2-TZVPD.

Summary:
**E_HOMO**: -7.42 eV
**SMILES**: CCCNC(=S)N[C@@H]1C[C@H]2CCC[C@@H](C1)N2Cc1ccc(F)cc1
**LUMO level**: 0.0006 hartree
**Gap between HOMO and LUMO**: 0.2734 Eh

```
! RIJCOSX wB97M-V def2-TZVPD def2/J DEFGRID3
* xyz 0 1
C -5.342 -0.172 2.278
C -5.784 0.781 1.037
C -5.699 0.000 -0.259
N -4.318 -0.114 -0.404
C -3.545 -1.115 -0.705
S -4.152 -2.740 -0.454
N -2.233 -1.049 -0.820
C -1.385 0.297 -0.662
C -0.013 -0.284 -1.439
C 1.131 0.881 -1.080
C 0.904 2.057 -1.739
C -0.157 2.991 -1.330
C -0.198 2.995 0.387
C 0.038 1.527 0.822
C -1.234 0.672 0.665
N 1.160 0.870 0.538
C 2.536 1.257 0.933
C 3.562 0.372 0.690
C 4.921 0.932 0.011
C 5.792 -0.049 -0.045
C 5.542 -1.430 0.045
F 6.646 -2.308 -0.107
C 4.265 -1.758 0.821
C 3.389 -0.804 0.957
H -4.157 -0.266 2.121
H -5.617 0.307 3.112
H -5.787 -1.130 2.088
H -5.459 1.663 1.095
H -7.000 0.607 1.015
H -6.089 0.782 -1.197
H -6.162 -0.866 -0.315
H -3.594 0.740 -0.497
H -1.687 -2.019 -0.668
H -1.654 0.808 -1.293
H -0.072 -0.353 -2.368
H 0.332 -1.335 -0.910
H 2.012 0.195 -1.363
H 0.799 2.151 -2.767
H 1.782 2.626 -1.630
H -1.151 2.678 -1.275
H -0.191 4.089 -1.254
H -1.232 3.486 0.852
H 0.708 3.513 0.896
H 0.092 1.718 1.960
H -2.021 0.856 1.032
H -0.905 -0.219 1.415
H 2.336 1.524 2.075
H 2.804 2.355 0.512
H 5.023 2.028 -0.190
H 6.783 0.018 -0.578
H 4.235 -2.728 0.644
H 2.381 -1.172 1.484
*
```

***

[9]
This record from the Open Molecules 2025 dataset describes a structure of composition C7H12B3ClCuF3NO6 in a non-equilibrium geometry. The level of theory is ωB97M-V/def2-TZVPD.

Summary:
**E_HOMO**: -13.72 eV
**LUMO level**: -0.1605 hartree
**Gap between HOMO and LUMO**: 0.3437 Eh

```
! RIJCOSX wB97M-V def2-TZVPD def2/J DEFGRID3
* xyz 1 1
C 1.807 -2.164 1.484
C 1.336 -2.409 0.054
Cl 1.967 -1.087 -1.058
C -0.193 -2.612 -0.050
B -1.128 -1.482 0.535
O -0.950 -0.140 0.233
B -2.096 0.660 0.038
C -1.936 1.868 -0.931
C -0.745 2.698 -0.425
O 0.218 2.871 -1.472
C 0.844 1.633 -1.537
C 2.152 1.662 -2.256
F 2.379 2.599 -3.066
F 2.376 0.463 -2.897
F 3.201 1.647 -1.321
O -3.216 0.297 0.756
B -2.906 -0.623 1.753
O -3.207 -0.352 3.075
N -2.319 0.519 3.859
O -1.198 0.303 3.676
O -2.189 -1.758 1.383
H 1.211 -1.382 1.970
H 2.857 -1.856 1.519
H 1.692 -3.092 2.059
H 1.826 -3.307 -0.337
H -0.392 -3.532 0.522
H -0.473 -2.833 -1.090
H -1.673 1.456 -1.916
H -2.861 2.440 -1.059
H -0.240 2.146 0.385
H -1.008 3.678 -0.017
H 1.040 1.218 -0.540
H 0.222 0.899 -2.076
Cu 3.603 -0.428 -1.254
*
```

***

[10]
This record from the Open Molecules 2025 dataset describes a cluster of 2 separate species, C10H16N4 in total in a non-equilibrium geometry. The level of theory is ωB97M-V/def2-TZVPD.

Summary:
**E_HOMO (alpha / beta)**: -8.22 / -8.10 eV
**LUMO level (alpha / beta)**: -0.0195 / -0.0219 hartree
**Energy above the lowest of the compared OMol25 structures with the same formula, charge and spin**: 227.0 kJ/mol
**Gap between HOMO and LUMO (alpha / beta)**: 0.2827 / 0.2757 Eh

```
! RIJCOSX wB97M-V def2-TZVPD def2/J DEFGRID3
* xyz 0 1
C -2.331 0.471 0.092
C 0.868 -3.038 -2.870
C 1.332 -1.001 -2.948
C -1.177 -1.671 0.460
C -0.277 0.938 2.295
C 0.192 1.936 0.065
C 1.351 -0.173 0.751
C -0.898 -0.181 -2.336
C -1.128 -0.192 0.293
C 0.039 0.611 0.821
N -3.335 1.015 -0.080
N 1.876 -2.178 -3.126
N -0.262 -2.456 -2.545
N 0.019 -1.139 -2.597
H 0.981 -4.101 -2.923
H 1.821 -0.060 -3.082
H -2.163 -2.055 0.210
H -0.448 -2.174 -0.180
H -0.945 -1.947 1.490
H -0.401 0.029 2.879
H 0.540 1.514 2.722
H -1.192 1.523 2.369
H -0.771 2.433 -0.042
H 0.609 1.771 -0.925
H 0.866 2.597 0.606
H 1.537 -0.545 -0.252
H 2.177 0.479 1.023
H 1.349 -1.014 1.438
H -1.933 -0.463 -2.403
H -0.615 0.838 -2.514
*
```

***

[11]
This record from the Open Molecules 2025 dataset describes a structure of composition C22H61BF4N11O10Zn in a non-equilibrium geometry. The level of theory is ωB97M-V/def2-TZVPD.

Summary:
**E_HOMO**: -10.31 eV
**LUMO level**: -0.3478 hartree
**Gap between HOMO and LUMO**: 0.0309 Eh

```
! RIJCOSX wB97M-V def2-TZVPD def2/J DEFGRID3
* xyz 1 1
Zn 31.265 2.094 -31.730
B 29.257 4.037 -26.819
F 30.071 3.726 -27.930
F 29.167 5.399 -26.648
F 28.044 3.459 -27.013
F 29.897 3.581 -25.691
C 35.696 1.030 -28.210
O 34.855 0.885 -29.068
N 35.597 1.718 -27.151
N 36.862 0.475 -28.193
H 36.390 1.775 -26.528
H 34.749 2.241 -26.985
H 37.058 0.055 -29.091
H 37.664 0.718 -27.630
C 28.342 -2.148 -29.447
O 28.859 -1.273 -30.169
N 28.611 -3.403 -29.546
N 27.416 -1.905 -28.602
H 28.243 -4.145 -28.968
H 29.224 -3.559 -30.333
H 26.971 -2.755 -28.287
H 26.997 -1.018 -28.362
C 23.364 7.466 -27.271
O 22.261 7.995 -27.413
N 23.531 6.176 -27.153
N 24.520 8.034 -27.064
H 22.793 5.497 -27.044
H 24.506 5.938 -27.036
H 24.555 9.040 -27.152
H 25.394 7.541 -26.950
C 34.600 7.617 -24.578
O 35.673 8.174 -24.429
N 34.122 7.503 -25.767
N 33.986 6.942 -23.672
H 34.606 8.081 -26.439
H 33.254 6.992 -25.841
H 34.372 7.125 -22.757
H 33.016 6.738 -23.866
C 27.075 -2.204 -20.149
O 27.128 -3.634 -19.982
C 28.319 -4.168 -20.534
C 28.285 -5.700 -20.461
N 28.227 -6.078 -19.027
C 28.272 -7.520 -18.768
C 28.010 -7.618 -17.319
O 26.631 -7.670 -16.965
C 26.425 -8.179 -15.636
H 27.015 -1.856 -21.180
H 28.040 -1.859 -19.776
H 26.351 -1.721 -19.493
H 29.210 -3.756 -20.060
H 28.429 -3.893 -21.583
H 29.114 -6.177 -20.983
H 27.340 -6.044 -20.881
H 27.323 -5.743 -18.726
H 29.193 -8.030 -19.048
H 27.457 -8.098 -19.204
H 28.649 -6.958 -16.731
H 28.330 -8.619 -17.027
H 26.929 -7.505 -14.943
H 26.700 -9.229 -15.535
H 25.345 -8.232 -15.498
C 35.002 2.268 -18.288
O 35.367 2.678 -16.970
C 36.094 1.557 -16.406
C 36.732 2.034 -15.148
N 35.857 2.927 -14.329
C 36.652 3.719 -13.347
C 35.845 4.893 -12.882
O 35.290 5.595 -13.981
C 34.472 6.644 -13.565
H 35.833 1.816 -18.829
H 34.573 3.040 -18.927
H 34.186 1.548 -18.227
H 36.819 1.062 -17.053
H 35.350 0.844 -16.052
H 37.727 2.426 -15.362
H 37.043 1.169 -14.563
H 35.555 2.170 -13.733
H 37.605 3.965 -13.816
H 36.974 3.165 -12.465
H 36.318 5.518 -12.125
H 35.096 4.355 -12.301
H 34.946 7.216 -12.768
H 33.541 6.284 -13.126
H 34.034 7.238 -14.368
C 25.140 5.702 -35.616
O 26.218 5.374 -34.746
C 25.867 4.403 -33.768
C 27.075 3.754 -33.007
N 28.300 3.655 -33.786
C 28.012 2.749 -34.918
C 29.293 2.420 -35.687
O 30.331 1.994 -34.810
C 31.483 1.591 -35.568
H 25.538 6.471 -36.278
H 24.335 6.127 -35.016
H 24.880 4.803 -36.175
H 25.408 3.576 -34.310
H 25.130 4.850 -33.101
H 26.656 2.816 -32.641
H 27.336 4.347 -32.130
H 28.308 4.581 -34.187
H 27.309 3.270 -35.567
H 27.510 1.841 -34.585
H 29.644 3.248 -36.303
H 29.132 1.695 -36.485
H 32.281 1.288 -34.891
H 31.915 2.392 -36.168
H 31.192 0.738 -36.181
*
```